(1)
A cluster of 2 separate species, C3H8IN in total, computed with ωB97M-V/def2-TZVPD.

Properties
**Total charge**: 0

Last column: Löwdin charge in e.
Geometry (Å):
I: -1.98267 1.34520 -1.96256  0.595
H: -0.87105 -1.54488 0.88776  0.088
N: -0.74908 1.25681 -0.19029  -0.374
H: 1.70561 1.15836 1.10092  0.131
H: -1.34930 1.52879 0.57947  0.036
C: -0.26031 -0.69696 1.21484  -0.091
C: 0.02541 0.19782 0.04090  -0.613
H: 1.05128 0.38889 -1.81871  0.066
H: 1.66766 -0.89800 -0.76416  0.076
H: -0.80358 -0.15800 1.99107  0.075
C: 0.77356 -0.38508 -1.10733  -0.130
H: 0.13403 -1.11011 -1.61550  0.074
H: 0.65844 -1.08284 1.64358  0.067


(2)
The ion C3H8IN2O with charge +1, computed with ωB97M-V/def2-TZVPD.

Properties
**Total charge**: +1

Last column: Löwdin charge in e.
Geometry (Å):
H: -2.40474 -0.29663 1.76250  0.114
H: 0.43320 1.06875 -1.70013  0.191
N: 0.66231 0.33943 -0.96701  -0.080
H: 2.63009 0.01447 -1.14379  0.103
H: -2.44709 -1.97448 1.32363  0.166
I: -1.63924 2.15912 0.27943  0.943
H: 0.42743 -0.64590 -1.38718  0.193
H: 2.16760 1.58432 -0.31950  0.169
C: -1.12476 -0.92237 0.22887  -0.597
H: 1.95973 -0.10259 0.49256  0.104
C: -0.28356 0.47734 0.17095  -0.626
O: -0.76651 -1.70842 -0.58397  0.096
C: 1.96221 0.43292 -0.43555  -0.040
H: 0.36921 0.63968 1.05753  0.084
N: -1.94590 -1.06563 1.22164  0.181


| no. | electronic energy (eV) |
| --- | --- |
| 1 | -12827.4744 |
| 2 | -16362.0104 |